Record 1
Below is a single C5H6O2 molecule in a non-equilibrium geometry, with properties calculated with ωB97M-V/def2-TZVPD.

As for the energy: -9374.358 eV. Its molecular weight is 98.101 Da. Its net charge is 0. As for the spin multiplicity: 1. The calculation puts the strongest force on any atom at 0.0688 Eh/bohr. As for the energy above the lowest of the compared OMol25 structures with the same formula, charge and spin: 63.1 kcal per mole. The lowest unoccupied orbital energy is 0.05 eV.

Element x y z (Å)
1 C -1.82377 -0.24248 0.08285
2 C -0.58426 0.20446 0.80886
3 O -0.53892 0.36572 2.01959
4 C 0.56919 0.62576 -0.05418
5 C 1.11311 -0.56604 -0.75306
6 C 1.92366 0.26630 0.35319
7 O 2.92375 0.87711 0.59421
8 H -1.66822 -1.21730 -0.38517
9 H -2.65332 -0.34758 0.78666
10 H -2.10914 0.49361 -0.67432
11 H 0.48237 1.57739 -0.56276
12 H 0.91968 -1.58096 -0.43901
13 H 1.44587 -0.45600 -1.77685

---

Record 2
Below is a single C5H6O2 molecule, with properties calculated with ωB97M-V/def2-TZVPD.

As for the energy: -9375.911 eV. Its molecular weight is 98.101 Da. Its net charge is 0. As for the spin multiplicity: 1. The calculation puts the strongest force on any atom at 0.0102 Eh/bohr. As for the energy above the lowest of the compared OMol25 structures with the same formula, charge and spin: 27.3 kcal per mole. The lowest unoccupied orbital energy is 0.06 eV.

Element x y z (Å)
1 C 0.55504 1.49148 1.24899
2 C 0.29562 0.50097 0.40319
3 C 0.80290 0.22743 -0.98500
4 O -0.23744 -0.51086 -1.62275
5 C -0.93821 -1.26700 -0.65543
6 C -0.69875 -0.57757 0.68309
7 O -1.21051 -0.85414 1.74256
8 H 0.05435 1.51629 2.21407
9 H 1.24541 2.29712 1.01209
10 H 0.99273 1.12607 -1.57746
11 H 1.72926 -0.36922 -0.94844
12 H -2.00413 -1.27142 -0.90434
13 H -0.58628 -2.30915 -0.61056

---

Record 3
Below is a single C5H6O2 molecule, with properties calculated with ωB97M-V/def2-TZVPD.

As for the energy: -9373.751 eV. Its molecular weight is 98.101 Da. Its net charge is 0. As for the spin multiplicity: 1. The calculation puts the strongest force on any atom at 0.0170 Eh/bohr. As for the energy above the lowest of the compared OMol25 structures with the same formula, charge and spin: 77.1 kcal per mole. The lowest unoccupied orbital energy is 0.66 eV.

Element x y z (Å)
1 O 1.67434 -1.60914 -1.94097
2 C 1.32771 -0.52548 -1.54805
3 C 1.58632 -0.04438 -0.12128
4 C 0.47254 0.70565 0.41127
5 C -0.55718 1.23148 0.77293
6 C -1.88562 0.59241 0.86046
7 O -1.72368 -0.73912 0.36521
8 H 0.82168 0.20591 -2.20891
9 H 1.83563 -0.91720 0.49470
10 H 2.43886 0.63770 -0.13424
11 H -2.26517 0.59155 1.88728
12 H -2.61916 1.06500 0.20594
13 H -1.10629 -1.19439 0.95567

---

Record 4
Below is a single C5H6O2 molecule, with properties calculated with ωB97M-V/def2-TZVPD.

As for the energy: -9374.866 eV. Its molecular weight is 98.101 Da. Its net charge is 0. As for the spin multiplicity: 1. The calculation puts the strongest force on any atom at 0.0088 Eh/bohr. As for the energy above the lowest of the compared OMol25 structures with the same formula, charge and spin: 51.4 kcal per mole. The lowest unoccupied orbital energy is 0.49 eV.

Element x y z (Å)
1 C -1.59580 -1.21840 1.52178
2 C -0.65537 -0.68482 0.79402
3 C 0.06843 -0.01481 -0.07187
4 C -0.82395 0.66475 -1.05316
5 O -0.56888 1.71258 -1.60161
6 C 1.57102 0.22428 -0.04433
7 O 2.12805 0.39338 -1.32451
8 H -2.09127 -0.63462 2.29379
9 H -1.91772 -2.24296 1.36308
10 H -1.78900 0.13857 -1.20464
11 H 1.80504 1.07771 0.60876
12 H 2.05370 -0.65658 0.38834
13 H 1.81574 1.24092 -1.66964

---

Record 5
Below is a single C5H6O2 molecule, with properties calculated with ωB97M-V/def2-TZVPD.

As for the energy: -9375.908 eV. Its molecular weight is 98.101 Da. Its net charge is 0. As for the spin multiplicity: 1. The calculation puts the strongest force on any atom at 0.0058 Eh/bohr. As for the energy above the lowest of the compared OMol25 structures with the same formula, charge and spin: 27.4 kcal per mole. The lowest unoccupied orbital energy is 0.09 eV.

Element x y z (Å)
1 C -1.66589 -0.04841 1.14430
2 C -0.63426 0.03516 0.31095
3 C -0.51117 -0.31092 -1.14592
4 O 0.85836 -0.66384 -1.33186
5 C 1.65944 0.03455 -0.39937
6 C 0.73606 0.44804 0.74365
7 O 1.05474 0.98648 1.77008
8 H -1.53779 0.23543 2.18592
9 H -2.64252 -0.40668 0.82946
10 H -1.12540 -1.15969 -1.45729
11 H -0.77177 0.55711 -1.77361
12 H 2.44800 -0.63055 -0.03250
13 H 2.13219 0.92333 -0.84382

---

Record 6
Below is a single C5H6O2 molecule in a non-equilibrium geometry, with properties calculated with ωB97M-V/def2-TZVPD.

As for the energy: -9371.200 eV. Its molecular weight is 98.101 Da. Its net charge is 0. As for the spin multiplicity: 1. The calculation puts the strongest force on any atom at 0.0625 Eh/bohr. As for the energy above the lowest of the compared OMol25 structures with the same formula, charge and spin: 136.0 kcal per mole. The lowest unoccupied orbital energy is 0.71 eV.

Element x y z (Å)
1 C -1.48924 1.49058 0.07650
2 O -0.17236 1.58848 -0.42114
3 C 0.81726 0.74167 0.01071
4 C 2.17372 0.51829 -0.44523
5 O 2.42357 -0.48255 0.62112
6 C 1.09096 -0.57810 0.31713
7 C 0.29878 -1.74684 -0.19534
8 H -2.13416 1.85765 -0.70236
9 H -1.65111 2.25840 0.94523
10 H -1.72259 0.49508 0.55996
11 H 0.00974 -2.44008 0.64873
12 H 0.97566 -2.35996 -0.87706
13 H -0.62024 -1.34263 -0.53826